53
Properties=species:S:1:pos:R:3:mulliken_charge:R:1 method="wB97M-V/def2-TZVPD" multiplicity=1 lumo_energy_ev=3.08 total_charge=-1 orbital_gap_ev=9.29 total_energy_ev=-31374.4739
C -0.40 -0.40 -0.84 0.521
O -1.38 0.18 -0.34 -0.217
O -0.54 -1.73 -1.06 -0.552
O 0.60 0.15 -1.14 -0.369
H -1.39 -1.90 -0.78 0.327
C -1.03 -1.07 2.74 -0.905
O -2.40 -0.92 2.35 -0.599
H -1.11 -0.86 3.71 0.564
H -0.19 -0.47 2.43 0.232
H -0.83 -2.04 2.59 0.342
H -2.23 -0.46 1.52 0.284
C -4.14 -1.69 -1.80 -0.632
O -4.09 -0.59 -0.92 -0.553
H -4.88 -1.38 -2.54 0.229
H -4.52 -2.52 -1.39 0.291
H -3.08 -1.82 -2.34 0.201
H -3.15 -0.13 -0.88 0.441
C -3.70 2.59 0.64 -0.805
O -2.40 2.61 0.15 -0.520
H -3.69 1.76 1.34 0.254
H -4.37 2.37 -0.16 0.268
H -4.02 3.41 1.09 0.351
H -2.12 1.92 -0.27 0.424
C -0.41 3.35 -2.38 -0.410
O -0.82 2.05 -2.61 -0.595
H -1.35 3.91 -2.16 0.213
H 0.09 3.77 -3.26 0.266
H 0.23 3.40 -1.24 -0.006
H -0.67 1.46 -1.88 0.162
C 1.04 2.61 1.49 -0.503
O 1.66 1.43 1.41 -0.498
H 0.62 2.78 0.48 -0.130
H 1.65 3.40 1.50 0.420
H 0.41 2.56 2.25 0.362
H 1.56 1.06 0.60 0.098
C 3.48 1.66 -1.45 -0.368
O 3.07 0.59 -2.21 -0.651
H 4.52 1.94 -1.58 0.356
H 3.48 1.35 -0.41 0.091
H 2.73 2.48 -1.50 0.082
H 2.00 0.35 -1.97 0.575
C 2.77 -4.57 1.14 -1.642
C 2.28 -3.11 0.78 0.884
C 3.20 -1.92 1.21 -0.991
O 2.08 -2.89 -0.60 -0.570
H 2.89 -4.55 2.29 0.275
H 3.61 -4.75 0.76 0.587
H 2.27 -5.45 0.64 0.337
H 1.21 -3.08 1.01 0.049
H 4.17 -2.05 0.90 0.406
H 3.04 -1.63 2.22 0.349
H 2.81 -0.82 0.92 0.108
H 1.42 -2.34 -0.46 0.166